Computed, not measured: C34H71Cl14F3O3P as an isolated structure, with ωB97M-V/def2-TZVPD.

Each line ends with the Mulliken charge.
Element x y z (Å)
C  6.815  -0.495  -1.061  -1.135
C  5.707  0.378  -0.440  -0.287
C  5.513  1.689  -1.227  0.011
C  4.058  2.200  -1.340  -0.125
C  3.760  3.527  -0.606  0.024
C  2.766  4.458  -1.340  -1.079
C  1.479  4.745  -0.547  0.588
C  0.835  6.104  -0.857  -0.914
C  -0.359  6.400  0.076  -0.337
C  -1.770  6.341  -0.560  -1.065
C  -2.695  5.345  0.153  -1.453
C  -2.239  3.877  0.058  2.331
C  -2.343  3.274  -1.351  -1.370
P  -2.533  1.353  -1.305  2.299
C  -4.353  1.568  -1.879  -1.162
O  -5.040  0.364  -2.223  -0.244
C  -6.388  0.557  -2.556  -0.415
C  -7.321  0.330  -1.365  -0.526
O  -2.709  -0.369  -1.143  -0.836
C  -3.351  -0.781  0.032  -1.220
C  -2.418  -0.930  1.238  3.363
C  -1.383  -2.039  1.075  -0.932
O  -3.252  -1.268  2.387  -0.206
C  -0.571  1.222  -0.871  -0.263
F  -0.006  -0.023  -0.947  -0.373
F  -0.207  1.663  0.393  0.038
F  0.209  1.966  -1.733  -0.295
H  7.292  -1.156  -0.329  0.366
H  7.606  0.143  -1.481  0.298
H  6.397  -1.104  -1.872  0.179
H  4.764  -0.185  -0.455  0.277
H  5.952  0.589  0.609  0.244
H  5.878  1.497  -2.243  -0.420
H  6.161  2.474  -0.811  0.335
H  3.386  1.422  -0.955  -0.115
H  3.808  2.318  -2.403  0.310
H  3.332  3.283  0.371  -0.260
H  4.709  4.060  -0.465  0.456
H  3.243  5.425  -1.562  0.249
H  2.498  4.002  -2.303  0.507
H  1.679  4.672  0.533  0.322
H  0.731  3.982  -0.805  -0.567
H  1.596  6.893  -0.757  0.400
H  0.500  6.083  -1.905  0.289
H  -0.217  7.391  0.525  0.647
H  -0.331  5.676  0.900  0.058
H  -1.714  6.113  -1.634  0.408
H  -2.226  7.340  -0.484  0.412
H  -2.766  5.658  1.208  0.358
H  -3.704  5.411  -0.281  0.476
H  -1.205  3.850  0.422  -1.846
H  -2.876  3.256  0.697  -0.022
H  -1.483  3.565  -1.967  0.331
H  -3.225  3.735  -1.828  0.761
H  -2.867  1.475  0.100  -0.428
H  -2.107  1.181  -2.667  -0.430
H  -4.941  2.131  -1.133  0.340
H  -4.292  2.191  -2.792  0.542
H  -6.648  -0.143  -3.365  0.351
H  -6.555  1.572  -2.961  0.325
H  -7.273  1.158  -0.646  -0.269
H  -7.076  -0.611  -0.860  0.211
H  -8.362  0.265  -1.716  0.460
H  -4.178  -0.101  0.307  0.022
H  -3.812  -1.768  -0.140  0.544
H  -1.934  0.029  1.468  -2.143
H  -1.738  -2.804  0.372  0.291
H  -1.200  -2.517  2.043  0.041
H  -0.437  -1.645  0.699  0.124
H  -3.508  -0.430  2.788  0.063
Cl  1.054  -1.583  3.637  0.062
C  2.390  -2.731  3.896  -0.686
C  2.065  -4.096  3.345  -0.381
Cl  0.773  -4.905  4.277  -0.171
H  2.600  -2.770  4.962  0.346
H  3.258  -2.331  3.375  0.312
H  2.942  -4.737  3.399  0.307
H  1.738  -4.037  2.310  0.284
Cl  6.404  -0.222  -4.691  -0.146
C  6.427  1.027  -5.964  -0.549
C  7.349  2.171  -5.623  -0.487
Cl  6.755  3.129  -4.244  -0.136
H  5.406  1.372  -6.104  0.320
H  6.770  0.548  -6.880  0.358
H  7.421  2.846  -6.475  0.323
H  8.343  1.811  -5.371  0.310
Cl  -5.334  3.313  1.351  -0.022
C  -6.876  2.643  1.917  -0.249
C  -6.688  1.717  3.086  -0.494
Cl  -5.857  0.221  2.578  -0.075
H  -7.343  2.120  1.085  -0.061
H  -7.509  3.481  2.209  0.359
H  -7.660  1.423  3.479  0.319
H  -6.107  2.180  3.880  0.308
Cl  0.848  -6.642  1.193  -0.146
C  1.958  -7.688  0.271  -0.301
C  3.204  -8.027  1.045  -0.416
Cl  4.275  -6.615  1.272  -0.201
H  2.192  -7.189  -0.665  0.298
H  1.415  -8.605  0.052  0.151
H  3.779  -8.766  0.490  0.246
H  2.964  -8.421  2.030  0.360
Cl  0.548  -9.248  -2.526  -0.156
C  1.622  -10.294  -3.487  -0.423
C  2.877  -10.660  -2.736  -0.504
Cl  3.943  -9.253  -2.477  -0.175
H  1.852  -9.769  -4.410  0.315
H  1.065  -11.200  -3.722  0.295
H  3.445  -11.390  -3.310  0.355
H  2.643  -11.080  -1.760  0.309
Cl  -2.503  -0.475  4.456  -0.289
C  -2.718  -2.200  4.058  0.474
C  -3.263  -2.989  5.220  -0.615
Cl  -2.093  -3.129  6.562  -0.249
H  -1.756  -2.585  3.726  -0.381
H  -3.421  -2.252  3.228  0.243
H  -3.490  -4.002  4.891  0.355
H  -4.164  -2.532  5.619  0.365
Cl  -0.070  3.828  3.624  -0.255
C  -0.408  2.257  2.830  0.985
C  0.739  1.290  2.970  1.019
Cl  2.172  1.804  2.037  -0.256
H  -0.629  2.455  1.787  -0.782
H  -1.294  1.842  3.309  -0.018
H  0.437  0.322  2.574  -1.430
H  1.043  1.175  4.008  0.765

Properties
2S+1 = 1
total charge = -1
Kohn-Sham gap = 0.2412 Ha
E_LUMO = 1.62 eV
ΔE to the lowest compared entry with this formula, charge and spin = 0.0 kcal per mole


Computed, not measured: C21H33BaBr2NO5PS3 as an isolated structure, with ωB97M-V/def2-TZVPD.

Each line ends with the Mulliken charge.
Element x y z (Å)
Ba  -0.111  1.095  -0.132  1.744
C  3.425  0.616  1.941  0.031
C  3.061  1.884  2.535  0.597
C  3.204  2.903  1.558  0.385
C  3.652  2.297  0.400  0.514
C  3.793  0.859  0.647  0.966
C  4.219  -0.137  -0.381  -1.088
C  3.940  2.975  -0.898  -1.298
C  2.911  4.366  1.719  -1.451
C  2.602  2.066  3.936  -1.550
C  3.366  -0.722  2.622  -1.433
H  3.439  -0.270  -1.137  -0.098
H  4.419  -1.110  0.068  0.392
H  5.119  0.190  -0.909  0.398
H  3.093  2.872  -1.585  0.180
H  4.820  2.545  -1.381  0.341
H  4.106  4.042  -0.748  0.375
H  2.057  4.656  1.102  0.147
H  3.773  4.974  1.428  0.419
H  2.652  4.602  2.750  0.320
H  1.539  1.820  4.012  0.205
H  2.713  3.103  4.249  0.362
H  3.165  1.425  4.619  0.446
H  2.526  -1.321  2.256  0.166
H  3.234  -0.609  3.698  0.365
H  4.277  -1.300  2.450  0.382
C  -3.047  -3.310  -2.628  -0.900
C  -1.563  -3.400  -2.337  -0.375
O  -0.921  -2.160  -2.662  -0.499
P  -0.133  -1.300  -1.539  0.559
S  0.436  0.252  -2.578  -0.554
S  -1.084  -1.301  0.144  -0.565
O  1.174  -2.256  -1.237  -0.247
C  2.008  -2.653  -2.319  -0.140
C  2.508  -4.062  -2.063  -1.389
H  -3.534  -4.250  -2.368  0.418
H  -3.210  -3.087  -3.684  0.365
H  -3.501  -2.524  -2.024  -0.125
H  -1.091  -4.182  -2.944  0.202
H  -1.405  -3.657  -1.286  0.459
H  2.849  -1.958  -2.402  0.251
H  1.456  -2.617  -3.262  0.387
H  3.043  -4.104  -1.113  0.279
H  3.175  -4.369  -2.870  0.412
H  1.667  -4.755  -2.017  0.292
Br  -0.407  2.808  2.161  -0.854
C  -1.973  5.003  -0.530  -0.682
Br  -0.117  4.443  -0.991  -0.343
H  -2.055  4.706  0.517  0.043
H  -1.939  6.094  -0.588  0.108
N  -3.233  2.110  0.350  -0.249
C  -3.915  0.885  0.381  0.507
C  -4.626  0.441  -0.733  -0.519
C  -5.152  -0.844  -0.764  -0.360
C  -4.980  -1.695  0.312  -0.008
C  -4.317  -1.245  1.445  -0.758
C  -3.790  0.036  1.488  -0.645
S  -5.612  -3.376  0.255  1.328
O  -6.581  -3.438  1.346  -0.738
O  -6.204  -3.514  -1.076  -0.729
O  -4.439  -4.225  0.460  -0.669
H  -3.551  2.787  -0.333  0.200
H  -3.052  2.527  1.250  0.263
H  -4.732  1.100  -1.588  0.333
H  -5.698  -1.208  -1.625  0.468
H  -4.210  -1.920  2.285  0.341
H  -3.238  0.394  2.352  0.315

Properties
⟨S²⟩ = 0.76
2S+1 = 2
total charge = -2
Kohn-Sham gap (spin up / spin down) = 0.1720 / 0.1446 Ha
E_LUMO (spin up / spin down) = 3.71 / 2.97 eV
ΔE to the lowest compared entry with this formula, charge and spin = 101.8 kcal per mole


Computed, not measured: a 4-piece molecular cluster, C3H15NO3 overall, with ωB97M-V/def2-TZVPD.

Each line ends with the natural charge from an NBO analysis.
Element x y z (Å)
C  -0.582  -0.068  0.985  -0.271
C  -1.434  -0.636  -0.211  -0.400
C  -2.559  0.389  -0.522  -0.614
N  0.949  -0.162  0.737  -0.248
H  -0.850  -0.496  2.040  0.274
H  -0.699  0.965  1.182  0.227
H  -1.989  -1.597  -0.055  0.266
H  -0.839  -0.690  -1.031  0.210
H  -3.014  0.939  0.275  0.240
H  -3.447  -0.102  -1.017  0.251
H  -2.217  1.068  -1.325  0.228
H  1.242  0.096  -0.169  0.419
H  1.183  -1.133  0.841  0.382
H  2.665  -0.776  -2.269  0.482
H  1.506  -0.148  -2.739  0.475
O  2.126  -0.071  -2.084  -0.934
H  3.373  -2.612  2.081  0.491
H  2.569  -1.198  2.117  0.438
O  3.217  -1.750  2.533  -0.920
H  -0.208  2.238  0.157  0.434
H  -0.390  2.827  -1.188  0.464
O  -0.602  2.917  -0.339  -0.892

Properties
⟨S²⟩ = 0.75
2S+1 = 2
total charge = +1
Kohn-Sham gap (spin up / spin down) = 0.4292 / 0.2165 Ha
E_LUMO (spin up / spin down) = -3.53 / -9.31 eV
ΔE to the lowest compared entry with this formula, charge and spin = 56.1 kcal per mole


Computed, not measured: a 2-piece molecular cluster, C5H14NO overall, with ωB97M-V/def2-TZVPD.

Each line ends with the natural charge from an NBO analysis.
Element x y z (Å)
C  -0.985  0.435  1.877  -0.656
C  -0.125  -0.806  1.647  -0.449
C  0.859  -0.873  0.479  -0.451
C  0.312  -0.694  -0.922  -0.010
C  1.128  -0.819  -1.990  -0.601
N  -1.063  -0.197  -1.055  -0.750
H  -1.166  0.759  2.907  0.231
H  -0.570  1.325  1.408  0.220
H  -2.023  0.177  1.601  0.189
H  0.514  -0.968  2.524  0.224
H  -0.652  -1.769  1.794  0.208
H  1.540  -1.718  0.439  0.240
H  1.516  0.052  0.561  0.123
H  0.897  -0.643  -3.027  0.199
H  2.161  -1.038  -1.754  0.197
H  -1.096  0.873  -0.924  0.386
H  -1.503  -0.286  -1.961  0.430
H  -1.625  -0.506  -0.271  0.427
H  0.559  2.791  -1.719  0.486
H  1.012  1.836  -0.478  0.442
O  0.310  2.069  -1.134  -1.088

Properties
⟨S²⟩ = 0.75
2S+1 = 2
total charge = 0
Kohn-Sham gap (spin up / spin down) = 0.1493 / 0.3268 Ha
E_LUMO (spin up / spin down) = 0.89 / 0.50 eV
ΔE to the lowest compared entry with this formula, charge and spin = 70.1 kcal per mole


F_max across the listed records, respectively: 9.978, 6.994, 5.675, 2.909 eV/A.